No. 1
Computed, not measured: an isolated molecule of C6H12N2O at a distorted geometry, with the ωB97M-V functional and the def2-TZVPD basis.

```
21
C6H12N2O, DFT the ωB97M-V functional and the def2-TZVPD basis
C 2.143 -0.296 0.245
C -3.035 -0.726 0.394
C 0.984 1.526 -1.172
C 1.886 0.201 1.673
N -1.184 -0.427 -1.196
C -2.156 -1.313 -0.689
C 0.992 0.123 -0.622
N 0.056 -0.721 -0.704
O -2.216 -2.454 -1.046
H -1.437 0.562 -1.200
H 3.083 0.106 -0.125
H 2.194 -1.379 0.254
H -4.076 -1.008 0.244
H -2.703 -1.171 1.332
H -2.949 0.356 0.464
H 2.005 1.872 -1.328
H 0.458 1.562 -2.124
H 0.494 2.216 -0.478
H 1.827 1.291 1.702
H 2.686 -0.118 2.333
H 0.951 -0.203 2.043
```

## Properties
HOMO energy: -8.8 eV
ΔE to the lowest compared entry with this formula, charge and spin: 141.4 kJ/mol
2S+1: 1
frontier orbital gap: 0.3517 hartree


No. 2
Computed, not measured: an isolated molecule of C3H5N3 at a distorted geometry, with the ωB97M-V functional and the def2-TZVPD basis.

```
11
C3H5N3, DFT the ωB97M-V functional and the def2-TZVPD basis
C -0.783 -0.097 -0.005
C 0.169 1.110 -0.005
C 1.426 -0.712 -0.034
H -2.562 0.614 -0.055
H -0.009 1.832 -0.805
H -0.004 1.620 0.952
H 2.348 -1.338 0.020
H -0.159 -2.170 -0.083
N -2.055 -0.251 -0.009
N 1.524 0.564 -0.009
N 0.105 -1.172 0.033
```

## Properties
HOMO energy: -9.0 eV
ΔE to the lowest compared entry with this formula, charge and spin: 50.3 kJ/mol
2S+1: 1
frontier orbital gap: 0.3662 hartree


No. 3
Computed, not measured: a cluster of 2 separate species, C3H3Br in total at a distorted geometry, with the ωB97M-V functional and the def2-TZVPD basis.

```
7
C3H3Br, DFT the ωB97M-V functional and the def2-TZVPD basis
C 0.190 -0.939 -0.102
C -0.619 -0.200 0.687
C 0.117 0.532 -0.302
Br -0.708 1.257 -1.972
H 0.731 -1.904 -0.273
H -1.256 -0.045 1.551
H 1.545 1.300 0.412
```

## Properties
HOMO energy: -9.2 eV
ΔE to the lowest compared entry with this formula, charge and spin: 333.5 kJ/mol
2S+1: 1
frontier orbital gap: 0.3397 hartree


No. 4
Computed, not measured: an isolated molecule of C4H8FNO at a distorted geometry, with the ωB97M-V functional and the def2-TZVPD basis.

```
15
C4H8FNO, DFT the ωB97M-V functional and the def2-TZVPD basis
C 0.116 0.197 -0.181
C -1.305 0.631 0.039
C 1.095 1.482 0.140
C 0.051 -1.474 0.527
N 0.224 -2.430 -0.186
O 0.234 -0.165 -1.588
F -0.353 -1.482 1.828
H -2.084 -0.134 -0.273
H -1.382 0.973 0.952
H -1.494 1.563 -0.647
H 2.033 0.919 0.197
H 1.095 2.318 -0.571
H 0.888 1.805 1.126
H 0.842 -0.912 -1.767
H 0.039 -3.289 0.404
```

## Properties
HOMO energy: -10.3 eV
ΔE to the lowest compared entry with this formula, charge and spin: 188.2 kJ/mol
2S+1: 1
frontier orbital gap: 0.4107 hartree


No. 5
Computed, not measured: a cluster of 2 separate species, C6H12O in total at a distorted geometry, with the ωB97M-V functional and the def2-TZVPD basis.

```
19
C6H12O, DFT the ωB97M-V functional and the def2-TZVPD basis
C -1.431 1.175 -0.996
C -0.351 1.027 0.045
C 0.351 2.072 0.542
C 1.013 -0.797 0.962
C -0.210 -0.292 0.673
C -1.378 -1.043 1.304
H -2.269 0.549 -0.668
H -1.146 0.596 -1.899
H -1.854 2.089 -1.390
H 0.831 1.826 1.486
H 0.649 2.969 0.023
H 1.248 -1.854 0.984
H 1.850 -0.102 0.885
H -2.272 -0.827 0.720
H -1.599 -0.449 2.204
H -1.259 -2.112 1.431
H 2.393 -2.041 -1.511
H 2.443 -1.048 -2.594
O 2.992 -1.739 -2.203
```

## Properties
HOMO energy: -8.8 eV
ΔE to the lowest compared entry with this formula, charge and spin: 250.9 kJ/mol
2S+1: 1
frontier orbital gap: 0.3491 hartree


No. 6
Computed, not measured: a cluster of 2 separate species, C2H7NO2 in total, with the ωB97M-V functional and the def2-TZVPD basis.

```
12
C2H7NO2, DFT the ωB97M-V functional and the def2-TZVPD basis
C -1.632 -1.688 0.688
N -1.433 -0.356 0.077
H -0.757 -2.297 0.484
H -1.710 -1.555 1.771
H -2.521 -2.206 0.324
H -1.338 -0.456 -0.931
H 0.044 0.302 0.553
H -2.261 0.201 0.226
O 1.204 0.658 -1.434
C 1.597 0.928 -0.330
O 0.921 0.764 0.788
H 2.617 1.292 -0.147
```

## Properties
HOMO energy: -10.0 eV
ΔE to the lowest compared entry with this formula, charge and spin: 64.0 kJ/mol
2S+1: 1
frontier orbital gap: 0.3992 hartree


No. 7
Computed, not measured: a structure of composition C34H39AsCoN2S at a distorted geometry, with the ωB97M-V functional and the def2-TZVPD basis.

```
78
C34H39AsCoN2S, DFT the ωB97M-V functional and the def2-TZVPD basis
Co 0.961 0.588 0.242
S 0.132 0.781 2.349
C -0.362 -0.858 2.697
C -0.321 -1.332 4.006
C -0.711 -2.628 4.286
C -1.143 -3.463 3.266
C -1.223 -2.982 1.971
C -0.856 -1.678 1.672
As -0.829 -0.977 -0.133
C -1.473 -2.523 -1.128
C -2.786 -2.955 -0.963
C -3.226 -4.105 -1.590
C -2.352 -4.838 -2.377
C -1.048 -4.404 -2.556
C -0.610 -3.241 -1.943
C -2.486 0.057 -0.271
C -2.940 0.322 -1.565
C -4.010 1.172 -1.781
C -4.640 1.776 -0.700
C -4.213 1.502 0.589
C -3.149 0.639 0.804
H 0.021 -0.680 4.797
H -0.672 -2.994 5.302
H -1.418 -4.485 3.480
H -1.565 -3.633 1.175
H -3.467 -2.391 -0.332
H -4.242 -4.444 -1.449
H -2.693 -5.745 -2.852
H -0.363 -4.975 -3.166
H 0.408 -2.888 -2.079
H -2.449 -0.164 -2.406
H -4.366 1.346 -2.786
H -5.477 2.440 -0.862
H -4.715 1.956 1.430
H -2.818 0.423 1.813
C 5.317 0.100 -0.164
C 3.919 0.004 0.461
C 4.016 0.469 1.924
C 2.860 0.738 -0.296
C 3.343 -1.404 0.337
C 3.466 -2.138 -0.849
C 2.919 -3.400 -0.974
C 2.218 -3.977 0.076
C 2.078 -3.261 1.253
C 2.621 -1.994 1.381
H 5.709 1.109 -0.046
H 5.309 -0.138 -1.226
H 5.985 -0.595 0.342
H 4.569 1.405 1.972
H 4.523 -0.275 2.536
H 3.024 0.657 2.334
H 3.151 0.985 -1.322
H 4.011 -1.735 -1.689
H 3.049 -3.946 -1.899
H 1.803 -4.970 -0.014
H 1.572 -3.706 2.099
H 2.523 -1.491 2.331
C 0.691 5.111 -0.809
C 1.250 3.709 -0.473
N 0.170 2.733 -0.474
C -0.402 2.645 -1.810
C -0.925 4.029 -2.266
N -0.750 4.976 -1.141
C -1.490 4.486 0.045
C -0.851 3.151 0.478
H 1.209 5.552 -1.661
H 0.777 5.799 0.032
H 1.720 3.691 0.511
H 2.001 3.399 -1.200
H -1.211 1.910 -1.792
H 0.362 2.278 -2.499
H -1.983 3.986 -2.528
H -0.378 4.407 -3.131
H -1.120 5.891 -1.412
H -2.541 4.356 -0.223
H -1.425 5.235 0.837
H -1.606 2.364 0.549
H -0.386 3.235 1.461
```

## Properties
HOMO energy (alpha / beta): -8.7 / -10.0 eV
total charge: +1
⟨S²⟩: 6.018
2S+1: 5
frontier orbital gap (alpha / beta): 0.2102 / 0.2573 hartree


No. 8
Computed, not measured: a cluster of 2 separate species, C3H13N2O in total at a distorted geometry, with the ωB97M-V functional and the def2-TZVPD basis.

```
19
C3H13N2O, DFT the ωB97M-V functional and the def2-TZVPD basis
N -0.754 1.166 -0.213
C 0.527 0.411 -0.489
C 0.356 -0.516 -1.656
C 1.130 -0.275 0.745
N 2.570 0.091 0.806
H -0.382 1.745 0.566
H -1.586 0.596 0.053
H -1.058 1.686 -1.042
H 1.402 1.079 -0.702
H -0.054 -1.449 -1.265
H 1.320 -0.920 -1.953
H -0.156 0.035 -2.423
H 0.639 0.049 1.760
H 1.019 -1.415 0.817
H 2.892 -0.250 1.660
H 3.143 -0.470 0.244
H -3.504 -0.847 1.559
H -3.849 -0.767 0.027
O -3.077 -0.699 0.618
```

## Properties
HOMO energy: -13.6 eV
total charge: +1
ΔE to the lowest compared entry with this formula, charge and spin: 151.7 kJ/mol
2S+1: 1
frontier orbital gap: 0.3822 hartree


The records above give, respectively, calculated total energy values of -420.53004, -281.57089, -2689.92259, -386.99071, -310.96372, -285.64743, -5444.91320, -306.57790 Ha.